Density functional theory data (ωB97M-V/def2-TZVPD) for a 2-piece molecular cluster, C5H9BrSi overall in a non-equilibrium geometry.

The value obtained for the energy above the lowest of the compared OMol25 structures with the same formula, charge and spin is 124.1 kcal/mol. The highest occupied orbital energy (spin up / spin down) comes out at -6.764 / -8.385 eV.

```
! RIJCOSX wB97M-V def2-TZVPD def2/J DEFGRID3
* xyz 0 1
C 0.0844 0.3419 2.6132
C 0.3305 0.3557 1.4221
C 0.7108 2.1551 -1.1877
C 1.2899 -0.9746 -1.3521
C -2.1425 -1.4448 0.7658
Si 0.4974 0.4081 -0.3688
Br -2.6827 -0.8031 2.4386
H -0.1854 0.0427 3.5038
H 0.4671 2.3970 -2.2299
H 0.0943 2.8173 -0.5534
H 1.7030 2.5737 -1.3322
H 1.4612 -0.6761 -2.4247
H 2.2465 -1.3119 -1.0841
H 0.7825 -1.9842 -1.2947
H -2.9319 -1.5256 0.0625
H -1.7252 -2.3711 1.0217
*
```